1.
{"formula": "C7H4BrCl3F6GeN2O4PtS2", "method": "wB97M-V/def2-TZVPD", "spin_multiplicity": 6, "fmax_ev_per_a": 0.969, "homo_ev": [-19.889, -19.891], "total_charge": 3, "total_energy_ha": -8224.67353, "relative_energy_ev": 1.7021, "e_lumo_ev": [-10.79, -14.84], "elements": ["Pt", "F", "C", "F", "F", "S", "O", "O", "N", "S", "O", "O", "C", "F", "F", "F", "Cl", "Ge", "Cl", "Cl", "Br", "C", "C", "C", "C", "C", "N", "H", "H", "H", "H"], "xyz": [[-0.4593, -0.4594, -0.5195], [4.0537, -0.0754, 1.0177], [3.5114, -0.1244, -0.1645], [2.8007, 0.9634, -0.4189], [4.3615, -0.3807, -1.1127], [2.2690, -1.5653, -0.1654], [1.3802, -1.3513, -1.3457], [2.8665, -2.8158, 0.0594], [1.1926, -1.0262, 1.0280], [0.3633, -2.2143, 1.8980], [1.1928, -3.1353, 2.5583], [-0.6218, -2.6201, 0.8985], [-0.5804, -1.1490, 3.1338], [0.1471, -0.9592, 4.1871], [-1.6832, -1.8118, 3.3976], [-0.8778, 0.0033, 2.5328], [-2.6983, -0.8072, -0.5360], [-3.8166, -3.8175, 0.6065], [-3.4470, -5.0003, -1.0547], [-5.2410, -4.4490, 1.9644], [-0.5955, 0.1208, -3.2140], [-0.4838, 1.8056, -2.3267], [-0.4763, 3.0347, -2.9259], [-0.4105, 4.1289, -2.0589], [-0.3603, 3.9376, -0.6805], [-0.3744, 2.6567, -0.1688], [-0.4310, 1.6012, -1.0089], [-0.5247, 3.1526, -4.0002], [-0.4028, 5.1315, -2.4692], [-0.3158, 4.7796, -0.0031], [-0.3386, 2.4462, 0.8915]], "forces_ev_per_a": [[-0.5264, 0.1874, -0.7913], [0.0038, -0.0031, -0.0627], [0.0450, -0.0945, 0.0452], [0.0075, 0.0003, 0.0031], [-0.0305, 0.0368, 0.0548], [0.0483, 0.0888, -0.0660], [0.1915, -0.0491, 0.3427], [0.0393, -0.0563, -0.0165], [0.0698, -0.1072, 0.0552], [-0.0799, -0.1049, 0.0262], [0.1129, -0.0265, 0.0232], [-0.0432, 0.0946, 0.0281], [0.1293, 0.0206, 0.0187], [0.0396, 0.0373, 0.0256], [-0.0359, -0.0537, 0.0391], [-0.0338, 0.0383, -0.0560], [0.1464, 0.0991, 0.0458], [-0.1588, -0.2722, 0.0920], [0.0469, -0.0054, -0.0898], [-0.0490, 0.0236, 0.0768], [0.0203, 0.0110, 0.0214], [-0.0480, -0.0748, 0.0252], [-0.0129, -0.0696, 0.0623], [0.0061, 0.0020, 0.0462], [-0.0070, 0.0499, -0.0250], [0.0028, -0.0704, -0.1348], [0.1099, 0.3140, 0.2126], [0.0085, -0.0153, -0.0033], [-0.0026, -0.0041, 0.0034], [0.0078, -0.0020, -0.0034], [-0.0078, 0.0055, 0.0009]]}

2.
{"formula": "C7H4F3GaN6S2", "method": "wB97M-V/def2-TZVPD", "fmax_ev_per_a": 0.491, "homo_ev": -9.235, "total_energy_ha": -3618.52855, "e_lumo_ev": -0.38, "elements": ["Ga", "S", "C", "S", "C", "C", "N", "C", "N", "F", "C", "F", "F", "N", "C", "N", "N", "C", "N", "H", "H", "H", "H"], "xyz": [[-0.9993, -1.9714, -0.9093], [1.2282, -2.3378, -0.7834], [1.0201, -1.4847, 0.7197], [-0.6452, -1.3657, 1.2630], [2.0507, -0.9064, 1.4054], [3.4023, -1.0146, 0.9546], [4.4857, -1.1123, 0.5861], [1.7678, -0.0445, 2.5096], [1.4968, 0.7289, 3.3178], [-2.5142, -4.3558, -1.1629], [-2.5207, -3.0755, -1.5879], [-3.7012, -2.5428, -1.1891], [-2.5571, -3.1169, -2.9395], [-0.1458, 1.8007, 0.8520], [-0.2193, 2.5578, -0.2376], [0.2225, 3.8210, -0.1879], [-0.7196, 2.1520, -1.4019], [-0.9750, 0.9123, -1.5862], [-1.2229, -0.2059, -1.8085], [0.3255, 2.0973, 1.6926], [-0.5446, 0.8683, 0.8675], [0.5962, 4.2232, 0.6518], [0.1692, 4.3728, -1.0257]], "forces_ev_per_a": [[-0.0178, 0.1637, -0.1555], [0.2299, -0.1101, -0.1421], [-0.0099, -0.0302, 0.0321], [-0.1396, -0.0966, 0.2404], [-0.0833, 0.0425, 0.0194], [-0.1822, -0.0215, 0.0811], [0.1513, 0.0117, -0.0558], [0.1040, -0.0847, -0.1994], [-0.0399, 0.0594, 0.1157], [0.0227, 0.0143, 0.0161], [-0.0681, -0.1148, -0.0806], [-0.0412, 0.0023, 0.0033], [-0.0024, -0.0020, 0.0072], [-0.0538, 0.2650, -0.2011], [0.1765, 0.2908, 0.3537], [-0.0534, -0.0894, -0.0693], [-0.0798, -0.1376, -0.3047], [-0.0546, -0.0121, 0.0876], [0.0386, -0.0523, 0.1217], [0.0297, 0.0100, 0.0522], [0.0549, -0.1030, 0.0509], [-0.0305, 0.0022, 0.0120], [0.0489, -0.0076, 0.0150]]}

3.
{"formula": "C7H4F4NO4S", "method": "wB97M-V/def2-TZVPD", "fmax_ev_per_a": 2.789, "homo_ev": -3.825, "total_charge": -1, "total_energy_ha": -1422.47518, "e_lumo_ev": -0.12, "elements": ["F", "C", "C", "F", "C", "O", "C", "F", "C", "F", "C", "O", "C", "S", "N", "O", "O", "H", "H", "H", "H"], "xyz": [[1.2470, -2.5165, 0.8560], [1.0815, -1.3535, 1.5120], [1.6320, -0.2076, 1.0539], [2.3986, -0.1915, -0.0473], [1.4846, 1.0699, 1.7516], [2.0432, 2.1051, 1.3744], [0.6232, 1.0224, 2.9313], [0.4048, 2.1984, 3.5501], [0.0728, -0.1226, 3.3866], [-0.7142, -0.1346, 4.4796], [0.2783, -1.4122, 2.7310], [-0.2065, -2.4649, 3.1633], [-1.7592, 0.5196, -3.8911], [-0.5299, 0.0823, -2.6728], [-1.4811, 0.0313, -1.4047], [0.0143, -1.2103, -3.0877], [0.4174, 1.1948, -2.6614], [-1.2616, 0.6291, -4.8586], [-2.5094, -0.2729, -3.9449], [-2.2288, 1.4634, -3.6040], [-1.0071, -0.4296, -0.6169]], "forces_ev_per_a": [[-0.0830, 0.9840, 0.6040], [0.8086, -0.3150, -1.4703], [0.6755, -1.3171, -1.2740], [-0.8009, -0.0525, 1.1304], [1.1904, 2.2607, -1.1194], [-1.1138, -2.0981, 0.9115], [-1.0424, 0.2335, 1.4312], [0.1618, -0.9575, -0.3970], [-0.3607, 1.4250, 0.8959], [0.5937, 0.0647, -0.7553], [-1.0380, -2.2581, 0.6046], [0.9581, 2.0611, -0.7317], [-0.1270, 0.0613, -0.3481], [-1.4051, 0.0885, 1.2900], [0.5875, -0.1367, -0.1267], [0.3512, 0.0963, -0.0818], [0.3833, -0.1659, -0.2453], [0.0084, -0.0099, 0.1344], [0.1642, 0.1065, 0.0666], [0.1194, -0.1600, 0.0180], [-0.0312, 0.0892, -0.5371]]}

4.
{"formula": "C7H5Br", "method": "wB97M-V/def2-TZVPD", "fmax_ev_per_a": 4.360, "homo_ev": -8.149, "smiles": "BrC1=C2C=CC=C[C@H]12", "total_energy_ha": -2843.58753, "relative_energy_ev": 1.2145, "e_lumo_ev": 0.38, "elements": ["Br", "C", "C", "C", "C", "C", "C", "C", "H", "H", "H", "H", "H"], "xyz": [[4.2384, -0.0556, 0.0887], [2.5408, 0.1999, -0.3929], [1.3961, 0.8496, -0.5591], [0.3663, 1.6857, -0.1574], [-0.6247, 0.9626, 0.4419], [-0.5159, -0.4487, 0.6363], [0.3799, -1.2297, 0.0155], [1.3225, -0.6215, -0.9209], [0.2837, 2.7196, -0.2315], [-1.5383, 1.4716, 0.8651], [-1.2999, -0.8591, 1.1901], [0.6573, -2.3167, -0.0084], [1.3216, -1.1364, -1.8077]], "forces_ev_per_a": [[1.2283, 0.0280, 0.6628], [-4.0604, 0.0000, -1.5871], [3.8915, -0.8526, -0.9606], [-2.2505, -1.1506, 1.0956], [-0.4840, 1.7057, 0.0532], [0.0890, -0.6969, -0.4036], [1.8807, -1.4601, -0.4661], [0.6576, 2.0184, 3.2886], [0.2198, 1.6317, -0.3211], [1.1657, -0.5564, -0.5529], [-0.8955, -0.8699, 1.0833], [-1.7880, 0.5950, 0.9084], [0.3459, -0.3924, -2.8005]]}

5.
{"formula": "C7H5Br2F", "method": "wB97M-V/def2-TZVPD", "fmax_ev_per_a": 2.427, "homo_ev": [-8.530, -7.926], "total_energy_ha": -5517.45293, "relative_energy_ev": 0.5060, "e_lumo_ev": [-1.28, -0.88], "elements": ["C", "C", "C", "C", "C", "C", "C", "F", "Br", "Br", "H", "H", "H", "H", "H"], "xyz": [[-1.6880, 0.7897, -0.8425], [0.3662, 0.2904, 1.0667], [-0.4617, 1.4179, -0.8663], [1.0307, 0.8532, 2.0605], [-0.9792, -0.3093, 1.3206], [-1.7604, -0.3967, 0.0542], [0.6895, 0.8898, -0.2056], [-0.3721, 2.5035, -1.6472], [2.7061, 1.4070, 2.4869], [-0.7170, -1.8195, -1.0251], [-2.6079, 1.0583, -1.3539], [-0.8354, -1.3126, 1.9103], [-1.4475, 0.4092, 1.9552], [-2.6950, -0.9964, 0.2029], [1.6203, 1.4206, -0.4996]], "forces_ev_per_a": [[0.1629, -0.1129, 1.5586], [1.0780, 0.7473, -0.7741], [-1.7011, -0.9963, -0.5004], [0.3135, -0.2196, 1.3582], [0.8664, -1.4710, 1.0399], [0.1111, -2.1622, -1.0958], [-0.6658, 1.6627, -0.6762], [0.6441, 0.1152, -0.1817], [0.1645, 0.0177, -0.3131], [-0.3106, -0.5394, -0.0492], [0.5343, 0.3672, -0.1696], [-0.5930, 1.7739, -1.3005], [-0.7085, 0.2978, 0.7328], [0.5383, 1.3329, -0.3904], [-0.4341, -0.8134, 0.7612]]}

6.
{"formula": "C7H5ClN2O2", "method": "wB97M-V/def2-TZVPD", "spin_multiplicity": 3, "fmax_ev_per_a": 7.778, "homo_ev": [-7.422, -10.060], "total_energy_ha": -989.59134, "e_lumo_ev": [-0.27, -3.80], "elements": ["C", "C", "C", "C", "C", "C", "C", "N", "N", "O", "O", "Cl", "H", "H", "H", "H", "H"], "xyz": [[-1.8209, 1.5989, 1.0351], [1.7651, 0.5793, 0.3719], [1.6653, -0.7502, 0.1146], [0.5262, 1.2206, 1.0024], [0.4325, -1.4116, 0.2079], [-0.6504, 1.2907, 0.3534], [-0.6868, -1.1493, -0.4673], [-2.7705, 1.5245, 1.6698], [-0.6338, -0.6244, -1.8015], [0.4981, -0.3881, -2.1710], [-1.6116, -0.3418, -2.3932], [-2.1625, -2.0226, -0.2181], [2.6720, 1.1516, 0.1825], [2.4888, -1.2421, -0.2218], [0.5868, 1.2809, 2.0385], [0.4007, -2.0863, 1.0378], [-0.6990, 1.3700, -0.7411]], "forces_ev_per_a": [[-0.9405, -0.6934, 0.7902], [-0.9440, -0.3868, -0.0773], [-0.4339, 4.5885, 0.5511], [0.9865, -1.6713, -2.2858], [3.9422, -2.3287, 4.1408], [1.7021, 1.3532, -1.4971], [-6.7139, 0.5079, -3.8931], [-0.8019, 0.5159, 0.3623], [1.6020, -1.1980, 2.3202], [1.9204, 0.2964, -0.9584], [-3.3031, 0.7838, -1.7076], [1.1891, 0.7837, 0.4124], [-0.1481, -0.1481, 0.2490], [2.3819, -1.6367, -0.7202], [-0.1963, 0.4092, 1.8134], [-0.3560, -1.0160, -0.0529], [0.1134, -0.1595, 0.5529]]}

What is the formula in the second record? C7H4F3GaN6S2